# 1
2 unconnected molecules or ions with the total composition C10H14FO2S at a distorted geometry. Source: the Open Molecules 2025 dataset; level of theory: ωB97M-V/def2-TZVPD.

The geometry in ORCA input format:
```
! wB97M-V def2-TZVPD RIJCOSX def2/J DEFGRID3
* xyz 1 1
H -1.1408 -3.9216 -2.1169
H 0.6959 2.6003 -0.0655
C -1.7479 -0.7129 -3.0498
O 1.5882 2.2880 0.1269
C 0.3266 -2.3898 -2.3650
H -0.2408 0.7934 -3.3068
C 1.4798 1.0551 0.7681
C -0.9651 2.0299 2.6081
H 0.4935 0.6260 0.6879
O -1.4920 2.1955 1.6005
C -0.4445 -0.2352 -3.0395
C -2.0048 -2.0362 -2.7146
H 2.8813 1.0807 2.4456
H 2.2203 0.3764 0.3834
C -0.8353 0.6283 3.2022
H 1.6261 -0.7234 -2.6745
H -2.5634 -0.0566 -3.3224
S 0.8934 0.0666 3.3012
H 0.9778 -1.0530 2.5525
H 1.6106 2.2530 2.5897
H -1.3621 -0.0409 2.5508
C 1.8306 1.2465 2.2841
F 1.3426 -3.2070 -2.0275
H -3.0198 -2.4094 -2.7226
C -0.9620 -2.8854 -2.3722
C 0.6029 -1.0773 -2.6919
H -1.2246 0.6190 4.2080
H -0.5664 2.8900 3.1602
*
```

Calculated values
- Kohn-Sham gap: 7.47 eV
- Molecular weight: 217.29 Da
- LUMO level: -0.154 Eh
- Electronic energy: -1037.64378 a.u.

# 2
12 unconnected molecules or ions with the total composition C17H18Cl33FN. Source: the Open Molecules 2025 dataset; level of theory: ωB97M-V/def2-TZVPD.

The geometry in ORCA input format:
```
! wB97M-V def2-TZVPD RIJCOSX def2/J DEFGRID3
* xyz 1 1
Cl -1.0450 4.9706 4.4524
H 6.5416 -6.9075 2.6859
C -2.0231 2.9534 10.0927
C 0.6086 -2.0611 4.2693
H 2.3843 -3.5205 -2.1501
Cl -3.2395 0.1343 7.3921
Cl -1.8075 1.6114 -0.6797
C 1.4300 -4.6388 0.9676
Cl -5.0888 8.2636 -2.0696
Cl 5.7196 -5.9242 0.7254
H -3.7053 9.8145 0.9318
Cl -1.9725 -2.3647 6.6362
Cl -3.3429 12.0520 1.4971
Cl 0.7360 0.7627 -8.0437
H 1.5612 -5.2436 0.0822
Cl -3.0607 -3.9078 -5.9026
C 1.9294 -4.9850 2.1971
C 5.6108 -6.4314 2.4074
H -4.1884 -1.6956 6.2995
C 2.2917 -3.9731 -3.1286
Cl 5.5270 -5.3910 -7.1060
H 1.1258 -1.1047 4.1915
Cl -2.9120 4.4225 2.2902
H 0.3476 1.4806 -1.5717
Cl 1.2943 -5.4303 -2.9719
H -0.4607 -1.8467 4.2832
H 5.5747 -3.2364 -8.0184
Cl 0.3747 -0.1096 0.1549
C -3.2355 -1.1867 6.2417
Cl 0.6602 0.3312 -10.9194
H -0.1036 -1.7632 1.6544
Cl -1.4696 9.8353 1.6126
Cl 1.9926 -1.5862 -9.1819
Cl -2.5861 10.6597 -0.9353
Cl -4.0803 7.1302 -4.5458
C -1.3888 5.1958 2.7353
Cl -1.2079 -1.7186 -6.3834
Cl -1.8999 3.5253 8.4266
Cl -3.0363 -0.5907 4.5855
C -4.5371 8.6139 -3.7072
H -0.2658 -0.9890 -9.2315
H -1.1053 2.4387 10.3422
H 2.4858 -5.9073 2.2952
H -1.3342 -3.1391 -4.5351
Cl 5.3644 -5.0402 3.4686
C 0.9336 -2.9763 3.1285
Cl -1.4133 6.9072 2.3186
Cl -5.7645 9.4954 -4.6097
C -0.0672 1.4618 -0.5725
Cl 4.3088 -7.6099 2.6172
N 0.7339 -3.5071 0.8712
C 1.6796 -4.1482 3.2823
C 4.7975 -3.9739 -7.8693
Cl 3.5707 -3.2682 -6.8139
C -2.0709 -2.6557 -5.1610
Cl 0.6512 2.7740 0.3486
C 0.4650 -2.6615 1.8650
F 0.2408 -3.2101 -0.3481
H -0.5992 4.7204 2.1698
Cl 1.5121 -2.7967 -4.1882
C -2.8842 10.5062 0.7951
Cl 4.1259 -4.3909 -9.4410
H -3.6579 9.2404 -3.6340
H 0.8351 -2.5344 5.2226
C 0.6614 -0.4413 -9.3391
Cl -2.2164 4.3015 11.2056
Cl -3.0453 -1.5997 -4.1353
Cl -3.3578 1.8080 10.2574
Cl 3.8983 -4.3737 -3.7054
H 2.0601 -4.4184 4.2596
*
```

Calculated values
- Kohn-Sham gap: 7.83 eV
- Molecular weight: 1425.29 Da
- LUMO level: -0.161 Eh
- Electronic energy: -15999.14868 a.u.

# 3
2 unconnected molecules or ions with the total composition C5H14O3 at a distorted geometry. Source: the Open Molecules 2025 dataset; level of theory: ωB97M-V/def2-TZVPD.

The geometry in ORCA input format:
```
! wB97M-V def2-TZVPD RIJCOSX def2/J DEFGRID3
* xyz 0 1
H 3.7408 -0.9248 0.3761
H 2.6035 0.0001 -1.9722
H -2.5961 1.7316 1.1751
C 1.6394 0.1795 -1.4904
H -1.3137 -1.4049 -1.5015
C 2.3634 0.2922 0.9677
H 1.1411 -0.7613 -1.2517
H -2.5835 -1.7571 -0.3221
H 1.0355 0.7715 -2.1782
H 0.6329 0.2553 0.7667
O 2.8472 -0.9722 0.7370
H -0.9196 -1.5012 0.2174
C -1.9658 0.3160 -0.3412
C -1.6762 -1.1759 -0.4986
O 1.7938 0.9534 -0.3099
H -2.7507 0.6123 -1.0422
H -1.5756 0.4306 1.7811
O 1.2216 0.2640 1.6677
H -3.2766 0.1168 1.3726
H -1.0675 0.8866 -0.5905
C -2.3797 0.6673 1.0856
H 3.0859 1.0202 1.3515
*
```

Calculated values
- Kohn-Sham gap: 10.82 eV
- Molecular weight: 122.16 Da
- LUMO level: 0.025 Eh
- SMILES: COC(O)O.CCC
- ΔE to the lowest compared entry with this formula, charge and spin: 0.957 eV
- Electronic energy: -424.57105 a.u.